Arrangement i

One molecule with the formula C7H8. Source: the Open Molecules 2025 dataset; level of theory: ωB97M-V with the def2-TZVPD basis set.

The geometry in ORCA input format:
```
! RIJCOSX wB97M-V def2-TZVPD def2/J DEFGRID3
* xyz 0 1
C 0.300 0.244 -1.692
C 0.112 -0.088 -0.176
C 0.458 1.112 1.016
C -1.325 -0.076 0.178
C -2.257 0.357 0.807
C 0.694 -1.434 0.073
C 1.175 -2.527 0.243
H -0.165 -0.507 -2.355
H 1.360 0.270 -1.959
H -0.163 1.204 -1.935
H -0.210 1.908 0.681
H 0.072 0.610 1.906
H 1.371 1.640 1.373
H -3.045 0.768 1.395
H 1.625 -3.480 0.446
*
```

For the HOMO-LUMO gap, the calculation gives 10.83 eV. The structure (SMILES) is C#CC(C)(C)C#C.

=====

Arrangement ii

One molecule with the formula C7H8. Source: the Open Molecules 2025 dataset; level of theory: ωB97M-V with the def2-TZVPD basis set.

The geometry in ORCA input format:
```
! RIJCOSX wB97M-V def2-TZVPD def2/J DEFGRID3
* xyz 0 1
C 2.166 -0.270 0.232
C 0.694 -0.310 0.046
C -0.085 -1.026 -0.770
C -1.412 -0.313 -0.768
C -1.652 0.129 0.638
C -0.244 0.677 0.700
C -1.204 1.129 -0.352
H 2.543 0.745 0.023
H 2.444 -0.512 1.261
H 2.652 -0.955 -0.465
H 0.079 -1.997 -1.216
H -2.247 -0.539 -1.428
H -2.382 -0.206 1.372
H 0.021 1.341 1.523
H -1.372 2.110 -0.795
*
```

For the HOMO-LUMO gap, the calculation gives 9.13 eV. The structure (SMILES) is CC1=C[C@@H]2[C@@H]3[C@H]1[C@H]23.

=====

According to the calculations, the structures order from most to least stable as arrangement ii, arrangement i.

=====

Arrangement i

One molecule with the formula C7H8. Source: the Open Molecules 2025 dataset; level of theory: ωB97M-V with the def2-TZVPD basis set.

The geometry in ORCA input format:
```
! RIJCOSX wB97M-V def2-TZVPD def2/J DEFGRID3
* xyz 0 1
C -1.758 1.283 0.518
C -1.648 0.298 -0.320
C 0.651 0.463 -0.095
C 1.900 0.732 -0.177
C -1.199 -1.132 -0.300
C 0.182 -0.938 0.384
C -0.487 1.378 -0.286
H -2.526 1.678 1.143
H 2.219 1.700 -0.426
H 2.629 -0.019 -0.251
H -1.992 -1.792 0.209
H -1.114 -1.515 -1.330
H 0.880 -1.814 0.257
H 0.068 -0.765 1.491
H -0.531 2.091 -1.150
*
```

For the HOMO-LUMO gap, the calculation gives 9.19 eV. The structure (SMILES) is C=C1CCC2=C[C@@H]12.

=====

Arrangement ii

C7H8 as an isolated structure. Source: the Open Molecules 2025 dataset; level of theory: ωB97M-V with the def2-TZVPD basis set.

The geometry in ORCA input format:
```
! RIJCOSX wB97M-V def2-TZVPD def2/J DEFGRID3
* xyz 0 1
C 1.770 0.136 -2.448
C 1.210 0.343 -1.193
C -1.567 -1.036 1.184
C -1.512 -0.062 2.160
C 0.055 -0.485 -0.762
C -0.513 -0.336 0.478
C -0.391 0.732 1.517
H 2.565 0.729 -2.909
H 1.397 -0.652 -3.085
H 1.557 1.177 -0.593
H -2.174 -1.864 0.888
H -2.138 0.155 3.014
H -0.187 -1.322 -1.413
H -0.661 1.729 1.163
H 0.589 0.756 1.999
*
```

For the HOMO-LUMO gap, the calculation gives 8.47 eV.

=====

According to the calculations, the structures order from most to least stable as arrangement ii, arrangement i.

=====

Arrangement i

One molecule with the formula C7H8. Source: the Open Molecules 2025 dataset; level of theory: ωB97M-V with the def2-TZVPD basis set.

The geometry in ORCA input format:
```
! RIJCOSX wB97M-V def2-TZVPD def2/J DEFGRID3
* xyz 0 1
C -0.514 0.924 -1.174
C 0.044 0.460 0.178
C 0.318 -1.066 0.227
C -0.922 -1.805 0.461
C -1.996 -2.290 0.705
C 1.287 1.182 0.469
C 2.327 1.759 0.657
H 0.185 0.666 -1.977
H -1.483 0.460 -1.384
H -0.638 2.011 -1.175
H -0.692 0.695 0.958
H 0.793 -1.382 -0.709
H 1.031 -1.277 1.032
H -2.980 -2.631 0.936
H 3.239 2.293 0.794
*
```

For the HOMO-LUMO gap, the calculation gives 10.98 eV. The structure (SMILES) is C#CC[C@H](C)C#C.

=====

Arrangement ii

One molecule with the formula C7H8. Source: the Open Molecules 2025 dataset; level of theory: ωB97M-V with the def2-TZVPD basis set.

The geometry in ORCA input format:
```
! RIJCOSX wB97M-V def2-TZVPD def2/J DEFGRID3
* xyz 0 1
C -0.349 -1.463 1.346
C -0.118 -0.385 0.348
C 0.259 1.103 0.504
C -0.413 1.451 -0.793
C 1.043 1.045 -0.783
C 0.638 -0.448 -0.960
C -0.825 -0.039 -0.946
H -0.586 -2.399 0.829
H 0.544 -1.636 1.961
H -1.180 -1.217 2.014
H 0.435 1.745 1.360
H -0.857 2.389 -1.102
H 1.959 1.590 -0.819
H 1.109 -1.302 -1.441
H -1.691 -0.508 -1.396
*
```

For the HOMO-LUMO gap, the calculation gives 9.67 eV. The structure (SMILES) is C[C@@]12[C@@H]3[C@H]4[C@@H]3[C@@H]1[C@H]42.

=====

According to the calculations, the structures order from most to least stable as arrangement i, arrangement ii.

=====

Arrangement i

A 2-piece molecular cluster, C7H8 overall. Source: the Open Molecules 2025 dataset; level of theory: ωB97M-V with the def2-TZVPD basis set.

The geometry in ORCA input format:
```
! RIJCOSX wB97M-V def2-TZVPD def2/J DEFGRID3
* xyz 0 1
C -0.916 -0.703 -1.431
C 0.175 -0.049 -0.613
C -0.631 0.032 1.857
C 1.052 -0.806 0.136
C 1.437 -1.298 1.206
C 0.534 1.294 -0.956
C 0.797 2.432 -1.263
H -0.566 -0.921 -2.447
H -1.777 -0.034 -1.511
H -1.236 -1.643 -0.971
H -0.852 -0.896 1.372
H 0.219 0.654 1.670
H -1.336 0.370 2.619
H 2.064 -1.871 1.858
H 1.036 3.439 -1.526
*
```

For the HOMO-LUMO gap (spin up / spin down), the calculation gives 7.74 / 8.08 eV.

=====

Arrangement ii

A 2-piece molecular cluster, C7H8 overall. Source: the Open Molecules 2025 dataset; level of theory: ωB97M-V with the def2-TZVPD basis set.

The geometry in ORCA input format:
```
! RIJCOSX wB97M-V def2-TZVPD def2/J DEFGRID3
* xyz 0 1
C 0.259 -2.501 -2.815
C 0.213 -1.457 -2.243
C 0.679 1.302 -0.665
C 0.382 0.105 -0.922
C 0.023 0.401 0.424
C -1.390 0.956 0.818
C 0.778 -0.183 1.668
H 0.460 -3.320 -3.330
H 1.157 2.178 -1.064
H -1.712 1.732 0.070
H -1.384 1.417 1.742
H -2.172 0.192 0.715
H 0.629 -1.247 1.461
H 0.229 0.320 2.430
H 1.850 0.104 1.712
*
```

For the HOMO-LUMO gap, the calculation gives 10.36 eV.

=====

Arrangement iii

One molecule with the formula C7H8. Source: the Open Molecules 2025 dataset; level of theory: ωB97M-V with the def2-TZVPD basis set.

The geometry in ORCA input format:
```
! RIJCOSX wB97M-V def2-TZVPD def2/J DEFGRID3
* xyz 0 1
C 1.968 -0.835 0.618
C 1.553 0.164 -0.137
C -1.033 -0.350 0.068
C -2.150 -1.069 -0.019
C 0.836 1.374 -0.331
C -0.558 1.019 0.324
C 1.029 -1.192 -0.489
H 2.658 -1.035 1.400
H -2.190 -2.243 0.032
H -3.195 -0.659 -0.120
H 1.258 2.261 0.173
H 0.747 1.544 -1.438
H -1.350 1.734 -0.132
H -0.429 1.253 1.339
H 0.854 -1.967 -1.286
*
```

For the HOMO-LUMO gap, the calculation gives 8.00 eV.

=====

Arrangement iv

C7H8 as an isolated structure. Source: the Open Molecules 2025 dataset; level of theory: ωB97M-V with the def2-TZVPD basis set.

The geometry in ORCA input format:
```
! RIJCOSX wB97M-V def2-TZVPD def2/J DEFGRID3
* xyz 0 1
C -0.847 -0.716 -1.570
C 0.227 -0.031 -0.743
C -0.451 -0.223 2.176
C 0.929 -0.687 0.183
C 1.134 -1.149 1.385
C 0.539 1.336 -1.086
C 0.806 2.463 -1.427
H -0.453 -0.955 -2.563
H -1.728 -0.077 -1.712
H -1.161 -1.647 -1.091
H -1.018 -0.647 1.372
H 0.089 0.702 1.995
H -1.119 -0.056 3.071
H 1.990 -1.770 1.728
H 1.063 3.457 -1.719
*
```

For the HOMO-LUMO gap, the calculation gives 8.98 eV.

=====

According to the calculations, the structures order from most to least stable as arrangement iv, arrangement iii, arrangement i, arrangement ii.

=====

Arrangement i

C3H3NOS2 as an isolated structure. Source: the Open Molecules 2025 dataset; level of theory: ωB97M-V with the def2-TZVPD basis set.

The geometry in ORCA input format:
```
! RIJCOSX wB97M-V def2-TZVPD def2/J DEFGRID3
* xyz 0 1
C 0.871 0.191 -0.416
C 2.136 -0.496 -0.024
C -1.352 0.267 0.551
N -0.097 0.418 0.460
O 2.398 -1.581 0.389
S 3.004 0.960 -0.274
S -2.356 -0.548 -0.639
H 0.761 0.474 -1.455
H -1.847 0.636 1.435
H -3.518 -0.321 -0.027
*
```

For the HOMO-LUMO gap (spin up / spin down), the calculation gives 8.02 / 8.02 eV.

=====

Arrangement ii

One molecule with the formula C3H3NOS2. Source: the Open Molecules 2025 dataset; level of theory: ωB97M-V with the def2-TZVPD basis set.

The geometry in ORCA input format:
```
! RIJCOSX wB97M-V def2-TZVPD def2/J DEFGRID3
* xyz 0 1
C 1.441 0.087 -0.007
C -0.748 -1.221 0.033
C -0.683 1.184 0.029
H 1.707 1.241 0.225
H -0.085 -2.148 0.045
H -1.777 1.007 -0.036
N 0.026 -0.043 0.018
O -0.041 2.230 -0.135
S 2.537 -1.153 -0.086
S -2.377 -1.183 -0.085
*
```

For the HOMO-LUMO gap, the calculation gives 8.04 eV. The structure (SMILES) is O=CN(C=S)C=S.

=====

According to the calculations, the structures order from most to least stable as arrangement ii, arrangement i.

=====

Arrangement i

A 2-piece molecular cluster, C8H14O2 overall. Source: the Open Molecules 2025 dataset; level of theory: ωB97M-V with the def2-TZVPD basis set.

The geometry in ORCA input format:
```
! RIJCOSX wB97M-V def2-TZVPD def2/J DEFGRID3
* xyz 0 1
C 2.676 -1.944 0.261
C 3.158 -0.576 -0.142
C 1.839 -0.732 0.564
C 0.556 -0.501 -0.180
C -0.760 -1.039 0.421
C -1.475 0.250 -0.082
C -2.843 0.394 0.461
O -3.788 1.003 -0.069
C -0.084 0.905 -0.159
H 2.326 -2.613 -0.527
H 3.178 -2.444 1.091
H 3.989 -0.139 0.413
H 3.133 -0.319 -1.203
H 1.815 -0.413 1.611
H 0.664 -0.849 -1.219
H -1.119 -2.017 0.077
H -0.717 -1.060 1.520
H -1.943 0.103 -1.153
H -2.907 0.267 1.564
H 0.158 1.429 0.779
H 0.123 1.562 -1.013
O -2.508 3.171 -0.731
H -3.268 2.432 -0.644
H -2.204 3.132 -1.641
*
```

For the HOMO-LUMO gap, the calculation gives 10.22 eV. The structure (SMILES) is O=C[C@H]1C[C@@H](C2CC2)C1.O.

=====

Arrangement ii

A 2-piece molecular cluster, C8H14O2 overall. Source: the Open Molecules 2025 dataset; level of theory: ωB97M-V with the def2-TZVPD basis set.

The geometry in ORCA input format:
```
! RIJCOSX wB97M-V def2-TZVPD def2/J DEFGRID3
* xyz 0 1
C -0.745 0.378 -0.756
C -1.695 -0.133 0.239
C -2.391 -0.501 1.150
C -3.329 -0.908 2.173
C -4.617 -0.231 2.227
C 4.932 1.339 -1.625
C 3.695 0.691 -1.049
C 2.504 1.038 -1.917
H -1.004 0.071 -1.779
H -0.748 1.486 -0.718
H 0.233 -0.027 -0.452
H -2.944 -1.353 3.107
H -5.137 -0.193 3.180
H -4.869 0.562 1.526
H 5.151 0.834 -2.586
H 4.783 2.411 -1.804
H 5.799 1.253 -0.952
H 3.528 1.079 -0.023
H 2.565 0.486 -2.856
H 1.584 0.722 -1.416
H 2.417 2.126 -2.104
H 3.832 -1.070 -1.816
O -4.482 -1.560 1.671
O 3.819 -0.743 -0.916
*
```

For the HOMO-LUMO gap, the calculation gives 10.30 eV. The structure (SMILES) is CC#C[C@H]1CO1.CC(C)O.

=====

According to the calculations, the structures order from most to least stable as arrangement i, arrangement ii.